No. 1
Formula: C4H18BCsN4O3
Source: the OMol25 dataset
Level of theory: ωB97M-V/def2-TZVPD

Last column: Löwdin charge in e.
Geometry (Å):
Cs -0.06 -0.13 0.37  1.177
B 1.89 -2.73 0.00  -0.507
H 2.47 -3.64 0.04  -0.075
H 1.28 -2.67 0.88  -0.125
H 2.69 -2.02 0.10  -0.089
H 1.39 -2.61 -0.96  -0.081
C -1.06 2.60 -2.27  -0.798
O -1.55 3.38 -1.49  0.050
N 0.08 1.97 -2.01  0.082
N -1.28 2.45 -3.50  0.178
H 0.56 1.50 -2.77  0.112
H 0.54 2.21 -1.15  0.004
H -1.85 3.09 -4.04  0.140
H -0.68 1.70 -3.83  0.117
C 1.78 3.48 0.65  -0.811
O 1.40 2.37 0.38  -0.111
N 1.03 4.52 0.77  0.195
N 2.96 3.75 1.00  0.194
H 1.20 5.38 1.27  0.130
H 0.12 4.32 0.39  0.115
H 3.12 4.66 1.40  0.126
H 3.75 3.19 0.70  0.142
C -3.07 -4.57 1.65  -0.103
C -1.76 -3.94 1.72  -0.359
O -1.36 -3.17 0.62  -0.143
H -3.90 -3.88 1.54  0.076
H -3.31 -5.01 2.62  0.082
H -3.19 -5.29 0.83  0.082
H -0.94 -4.64 1.86  0.129
H -1.84 -3.29 2.58  0.109
H -0.41 -3.02 0.68  -0.041

The value obtained for the orbital gap is 0.28655 Ha. As for the HOMO energy: -0.297 hartree. The total charge is 0.

No. 2
Formula: C2H8S2
Source: the OMol25 dataset
Level of theory: ωB97M-V/def2-TZVPD

Last column: Löwdin charge in e.
Geometry (Å):
C -0.26 0.15 -0.48  -0.406
S -0.12 -0.30 1.30  0.722
C -0.87 1.10 2.07  -0.485
H -1.12 -0.36 -0.91  0.028
H -0.51 1.21 -0.45  0.018
H 0.68 -0.03 -0.98  -0.037
H -1.94 0.91 2.22  0.028
H -0.85 2.07 1.58  0.037
H -0.47 1.14 3.09  0.024
S 2.07 -2.22 -2.04  0.482
H 0.91 -2.52 -2.67  -0.199
H 2.47 -1.16 -2.75  -0.212

The value obtained for the orbital gap is 0.33166 Ha. As for the HOMO energy: -0.305 hartree. The SMILES is CSC.S. The total charge is 0.

No. 3
Formula: C9H12BNO
Source: the OMol25 dataset
Level of theory: ωB97M-V/def2-TZVPD

Last column: Löwdin charge in e.
Geometry (Å):
B -0.21 -0.91 0.24  -0.021
C 3.70 0.80 -0.26  -0.055
C 3.64 -0.62 -0.33  -0.038
C 2.54 1.51 -0.02  -0.111
C 2.34 -1.27 -0.19  0.010
C 1.38 0.91 0.19  -0.052
C 1.17 -0.51 0.13  -0.089
C -2.11 0.04 -0.80  -0.139
C -2.51 1.33 -0.02  -0.493
C -2.54 -1.75 0.91  0.036
N -1.51 -1.01 0.09  -0.010
O -1.53 1.77 0.77  -0.288
H 4.72 1.27 -0.25  0.123
H 4.50 -1.19 -0.51  0.077
H 2.58 2.66 -0.04  0.148
H 2.29 -2.31 -0.35  0.085
H 0.48 1.58 0.47  0.127
H -3.09 -0.25 -1.33  0.141
H -1.32 0.41 -1.50  0.123
H -2.71 2.06 -0.78  0.080
H -3.56 1.10 0.40  0.098
H -3.47 -1.22 0.75  0.086
H -2.55 -2.71 0.50  0.074
H -2.22 -1.71 1.92  0.090

The value obtained for the orbital gap is 0.20975 Ha. As for the HOMO energy: -0.247 hartree. The total charge is 0.

No. 4
Formula: C5H12N2O2
Source: the OMol25 dataset
Level of theory: ωB97M-V/def2-TZVPD

Last column: Löwdin charge in e.
Geometry (Å):
C 1.86 -0.78 0.57  -0.004
C 0.82 -0.85 -0.44  -0.391
N 0.82 0.08 -1.44  0.098
N 0.03 -1.87 -0.64  -0.251
O -0.84 -2.00 -1.59  -0.108
O -0.09 -2.75 0.45  0.047
H 2.77 -1.01 0.17  0.056
H 1.84 -1.50 1.38  0.089
H 1.92 0.20 1.07  0.102
H 0.17 -0.14 -2.22  0.110
H 1.77 0.47 -1.84  0.168
H -0.76 -3.41 0.40  0.093
C -1.50 0.72 1.55  0.035
C -1.31 1.06 0.26  -0.275
C -0.75 2.29 -0.25  -0.131
H -2.10 -0.06 1.82  0.022
H -1.18 1.38 2.29  0.035
H -1.68 0.50 -0.54  0.067
H 0.32 2.02 -0.37  0.068
H -0.76 3.07 0.51  0.074
H -1.33 2.57 -1.17  0.098

The value obtained for the orbital gap is 0.31683 Ha. As for the HOMO energy: -0.289 hartree. The SMILES is C/C(N)=[N+](/[O-])O.C=CC. The total charge is 0.

No. 5
Formula: C2H5N3O2S
Source: the OMol25 dataset
Level of theory: ωB97M-V/def2-TZVPD

Last column: Löwdin charge in e.
Geometry (Å):
N -0.72 -1.67 0.53  -0.074
N -0.93 -0.57 1.51  0.007
C -0.58 0.54 0.82  -0.613
O 0.04 1.44 1.40  0.028
N -0.91 0.58 -0.58  -0.289
S -0.22 1.70 -1.52  1.037
C 1.41 1.19 -1.54  -0.565
O 2.02 0.29 -0.91  -0.049
H 0.36 -1.88 0.11  0.169
H -1.04 -2.67 0.90  0.123
H -0.24 -0.58 2.32  0.166
H -1.07 -0.29 -0.93  0.025
H 1.88 1.92 -2.12  0.035

The value obtained for the orbital gap is 0.38568 Ha. As for the HOMO energy: -0.365 hartree. The SMILES is NNC(=O)NSC=O. The total charge is 0.

No. 6
Formula: CH2N2O3
Source: the OMol25 dataset
Level of theory: ωB97M-V/def2-TZVPD

Last column: Löwdin charge in e.
Geometry (Å):
O 0.92 0.39 2.09  0.013
N 0.04 0.68 1.28  -0.033
C 0.36 0.39 -0.14  -0.039
N -0.74 -0.78 -0.60  -0.370
O -0.30 -1.87 -0.82  0.106
O -1.79 -0.25 -0.82  0.086
H 1.42 0.17 -0.20  0.105
H 0.09 1.26 -0.79  0.133

The value obtained for the orbital gap (spin up / spin down) is 0.32884 / 0.32876 Ha. As for the HOMO energy (spin up / spin down): -0.374 / -0.374 hartree. The SMILES is O=NC[N+](=O)[O-]. The total charge is 0.